# 1
{
  "formula": "C15H23Cl3IrNO2P",
  "method": "ωB97M-V with the def2-TZVPD basis set",
  "species": ["C", "H", "O", "H", "C", "H", "H", "H", "H", "C", "P", "H", "H", "C", "C", "C", "C", "H", "C", "H", "Ir", "Cl", "C", "H", "C", "O", "H", "H", "H", "C", "H", "C", "H", "H", "H", "H", "H", "N", "H", "H", "C", "C", "Cl", "Cl", "H", "C"],
  "coordinates": [[3.144, -1.297, -0.685], [-2.243, -1.451, -3.793], [1.417, -1.433, 2.114], [0.804, 3.625, 0.224], [0.009, -3.356, 2.918], [1.619, -0.643, -1.939], [-2.538, 2.652, 2.587], [0.462, 4.162, 1.883], [1.795, 3.034, 1.607], [-2.019, -0.708, -3.025], [-0.360, 1.905, 1.533], [3.987, -0.623, -0.913], [-1.278, 2.286, 3.796], [-1.107, -1.030, -2.018], [0.729, -2.605, -1.226], [-0.558, -2.451, -1.926], [-2.717, 0.508, -3.048], [0.058, 0.944, 2.569], [-1.466, 2.727, 2.809], [0.706, -2.919, -0.176], [0.549, -0.286, 0.250], [0.703, -3.290, 4.530], [0.278, -1.977, 2.175], [3.213, -2.149, -1.388], [-0.845, -0.027, -1.067], [-0.699, -1.542, 1.466], [1.572, -2.910, -1.847], [-3.067, 2.381, -1.977], [-1.215, 3.794, 2.853], [-2.536, 1.422, -2.018], [-3.444, 0.739, -3.829], [2.207, 0.989, -0.788], [3.165, -1.636, 0.376], [-1.455, 3.126, -0.268], [-1.295, -3.070, -1.370], [2.526, 1.295, -1.805], [-0.485, -2.835, -2.959], [1.920, -0.449, -0.953], [-2.569, 2.109, 0.602], [2.964, 1.152, -0.008], [-1.614, 1.148, -1.017], [-1.579, 2.103, 0.124], [0.876, -4.561, 1.932], [-1.717, -3.752, 3.009], [1.314, 1.590, -0.588], [0.789, 3.310, 1.275]],
  "forces_ev_per_angstrom": [[0.9, 0.3, -0.2], [0.1, 0.2, 0.1], [-1.1, -0.4, -0.1], [0.1, -0.2, 0.3], [0.3, 0.8, 0.1], [0.4, 0.3, 1.0], [0.3, -0.2, 0.1], [0.1, -0.3, -0.2], [-0.1, 0.2, -0.2], [-2.2, 0.9, -1.8], [-1.1, 0.7, 0.6], [0.0, -0.6, 0.3], [-0.1, 0.1, -0.3], [0.7, -0.2, 1.7], [-0.2, -1.8, -0.5], [-0.5, 0.5, -0.4], [-0.3, -0.2, -0.2], [0.7, 0.1, 0.1], [-0.4, -0.1, 0.4], [0.4, 0.1, -0.4], [-5.2, -0.4, 7.0], [0.0, 0.1, -0.1], [-0.2, -0.7, -0.2], [-0.1, 0.6, 0.7], [0.1, 0.8, -0.3], [0.4, -0.4, 0.5], [-0.3, -0.1, 0.4], [0.0, -0.5, -0.2], [-0.1, -0.3, 0.0], [-1.3, 0.2, -1.9], [0.3, -0.3, 0.2], [1.9, 1.3, -1.8], [-0.1, 0.3, -0.8], [0.0, -0.1, 0.1], [-0.2, 0.3, -0.4], [0.4, 0.5, 0.7], [-0.2, 0.0, 0.4], [4.7, -1.3, -4.5], [0.0, -0.1, -0.3], [-0.2, 0.0, -0.5], [1.4, -0.9, 1.5], [-0.6, 0.4, -0.5], [-0.1, 0.1, 0.0], [0.6, 0.2, -0.1], [0.0, 0.1, -0.1], [0.7, -0.3, 0.1]],
  "e_tot_ha": -2615.8912,
  "de_lowest_kj_mol": 193.52,
  "multiplicity": 6,
  "homo_lumo_gap_ev": [6.0, 4.8],
  "largest_force_ev_per_a": 8.74,
  "s2": 8.782,
  "total_charge": 2,
  "homo_energy_ev": [-12.64, -15.62]
}


# 2
{
  "formula": "C15H23Cl3NO2PSr",
  "method": "ωB97M-V with the def2-TZVPD basis set",
  "species": ["C", "H", "C", "C", "H", "H", "C", "Cl", "H", "H", "H", "H", "O", "Cl", "C", "C", "H", "H", "C", "Sr", "H", "H", "Cl", "H", "C", "H", "P", "C", "H", "H", "C", "H", "C", "H", "H", "H", "N", "H", "H", "H", "H", "O", "C", "C", "C", "C"],
  "coordinates": [[-1.337, 0.044, -1.653], [2.916, 1.700, -2.378], [-1.675, -2.454, -1.632], [-2.208, 1.401, -3.466], [0.576, -1.034, -3.070], [0.005, -3.578, -2.385], [-0.819, 2.502, -1.736], [0.330, -0.606, 3.742], [-0.617, 3.224, -2.545], [-2.136, -2.452, -0.612], [2.481, -3.337, -0.827], [-0.092, 1.950, 0.286], [-0.820, -2.598, 1.802], [-1.894, -1.474, 5.393], [1.372, -1.468, -2.450], [-1.482, 1.267, -2.267], [-2.273, 2.415, -3.867], [1.617, 4.443, -1.069], [-1.876, -1.079, -2.241], [-0.139, -0.533, 0.754], [1.403, 1.308, -3.206], [2.103, -0.683, -2.195], [-2.401, -0.217, 2.781], [0.773, 4.033, 0.462], [1.513, 3.676, -0.275], [-1.384, 2.984, -0.902], [0.800, 2.131, -0.877], [-2.606, -0.958, -3.458], [2.564, -1.719, -0.081], [2.472, 3.572, 0.246], [-1.345, -1.356, 3.748], [-0.312, -3.712, -0.629], [1.878, -2.547, -0.337], [1.923, 3.003, -3.006], [-3.356, 0.395, -4.977], [1.464, -2.988, 0.587], [0.813, -2.019, -1.206], [-3.042, -1.872, -3.866], [-2.260, -3.152, -2.267], [1.882, -2.267, -3.011], [1.268, 0.803, -0.617], [-1.696, -3.778, 3.544], [-1.320, -2.776, 2.980], [-2.784, 0.285, -4.062], [-0.237, -3.013, -1.467], [1.876, 2.035, -2.516]],
  "forces_ev_per_angstrom": [[1.0, 0.2, 2.2], [-0.3, 0.1, 0.3], [-0.8, 0.2, 0.3], [0.5, 0.3, 0.5], [0.3, -0.1, 0.3], [0.2, 0.0, 0.3], [0.7, 0.7, 0.6], [-0.3, -0.3, 0.2], [-0.1, -0.1, 0.3], [0.2, -0.1, -0.7], [-0.1, 0.2, 0.1], [0.3, -0.1, 1.2], [-0.6, -0.2, 1.1], [0.0, 0.1, -0.2], [0.0, 0.0, 0.3], [-0.7, 0.2, -1.4], [-0.2, -0.4, -0.3], [0.0, -0.7, 0.3], [-0.6, -0.1, -1.7], [-0.5, 0.0, -1.0], [0.1, 0.4, 0.3], [-0.3, -0.3, -0.2], [0.2, -0.3, 0.5], [0.4, 0.1, -0.2], [-0.3, 0.8, 0.8], [0.1, -0.1, -0.7], [-0.5, -0.3, -2.7], [0.3, -0.4, 0.8], [-0.1, -0.3, 0.0], [-0.2, -0.1, -0.2], [-0.2, -0.1, 0.1], [0.4, 0.0, -0.1], [0.2, -0.2, -0.3], [-0.1, 0.2, -0.2], [0.0, -0.1, 0.0], [0.0, 0.2, -0.3], [0.1, -0.1, 0.5], [0.0, 0.3, -0.2], [0.4, 0.0, 0.6], [0.0, 0.1, 0.0], [0.5, 0.0, 0.1], [0.1, 0.9, -0.1], [0.9, -0.1, -1.2], [0.1, 0.0, 0.2], [-0.5, -0.2, -0.7], [-0.4, -0.3, 0.3]],
  "e_tot_ha": -2543.1853,
  "de_lowest_kj_mol": 0.00,
  "homo_lumo_gap_ev": 6.8,
  "largest_force_ev_per_a": 2.79,
  "homo_energy_ev": -7.25
}


# 3
{
  "formula": "C15H23Cl8FO9",
  "method": "ωB97M-V with the def2-TZVPD basis set",
  "species": ["C", "O", "Cl", "F", "C", "C", "C", "Cl", "H", "H", "O", "O", "H", "H", "C", "O", "H", "C", "H", "C", "C", "C", "H", "H", "H", "H", "O", "O", "H", "O", "C", "C", "H", "H", "H", "H", "Cl", "H", "H", "Cl", "C", "H", "H", "C", "O", "C", "H", "O", "H", "H", "H", "Cl", "Cl", "Cl", "C", "Cl"],
  "coordinates": [[3.029, -0.676, -3.586], [0.687, 0.532, 1.635], [2.943, -1.198, -5.278], [1.552, 2.975, -6.678], [-4.867, 1.920, 2.835], [-0.068, 1.235, -6.777], [0.824, -0.586, 0.620], [-0.803, -1.893, -3.215], [-0.286, 0.302, -1.087], [-1.255, -1.083, 0.837], [1.227, 1.502, -0.287], [-0.839, 1.610, -5.636], [-3.625, -0.158, 1.470], [-2.231, 1.690, 1.155], [-3.337, 0.298, 2.420], [-3.912, 2.495, 2.063], [-1.290, 3.099, 3.019], [0.708, 0.218, -0.650], [-0.069, 0.155, -6.930], [1.029, 1.695, 1.035], [-1.994, -2.934, -2.432], [-0.273, -1.532, 0.997], [3.959, -0.172, -3.358], [-0.446, 1.779, -7.636], [-1.065, 1.500, 3.585], [4.033, -0.209, 4.643], [1.271, 1.578, -4.950], [-5.841, 2.477, 3.218], [1.837, -0.872, 0.906], [1.148, 2.727, 1.613], [3.289, 0.166, 3.954], [-2.728, 1.691, 2.122], [2.161, 1.046, -6.691], [-0.303, -2.426, 0.365], [-2.708, -0.315, 3.052], [0.547, -3.244, 6.299], [1.302, -2.848, 4.092], [-0.236, -1.851, 2.035], [-1.475, -3.736, -1.921], [2.457, 1.464, 4.816], [-1.844, 2.180, 3.236], [1.357, -0.204, -1.417], [-2.412, 2.480, 4.125], [-0.038, 1.505, -4.560], [-0.380, 1.394, -3.434], [1.337, 1.671, -6.364], [2.175, -0.022, -3.449], [-4.558, 0.636, 3.090], [2.594, -0.571, 3.584], [-2.630, -3.350, -3.204], [1.610, -4.529, 5.668], [2.896, -2.845, 6.555], [-3.031, -2.039, -1.316], [2.923, -2.057, -2.474], [1.445, -3.460, 5.737], [4.202, 0.788, 2.546]],
  "forces_ev_per_angstrom": [[-0.3, -0.1, 0.2], [-0.2, -0.2, -0.7], [0.3, -0.1, 0.0], [0.2, 0.1, -0.2], [0.1, 0.3, -0.2], [0.6, 0.4, 0.0], [-0.4, 1.8, 2.4], [0.1, 0.0, 0.0], [-0.2, 0.1, 0.4], [0.1, 0.3, 0.0], [-0.3, 0.0, -0.1], [-0.2, -0.7, 0.1], [0.2, -0.5, 0.1], [-0.1, 0.2, -0.1], [-0.3, 1.1, -0.7], [0.0, 0.1, -0.1], [-0.2, -0.1, -0.5], [0.9, -0.5, -0.7], [-0.3, 0.0, 0.0], [0.1, -0.2, 0.5], [-0.2, -0.1, -0.3], [-0.6, -0.8, -0.7], [0.1, 0.0, -0.3], [0.1, -0.1, -0.1], [-0.2, -0.4, -0.4], [-0.1, -0.4, 0.0], [0.0, -0.3, -0.3], [-0.2, 0.0, 0.0], [0.0, -0.8, -0.9], [0.0, 0.1, -0.2], [0.6, 0.7, -0.1], [0.1, -0.9, 0.6], [0.0, 0.2, -0.2], [0.3, 0.0, 0.1], [-0.1, -0.2, 0.0], [0.1, 0.3, 0.0], [-0.2, 0.1, -0.1], [0.3, 0.1, 0.0], [0.0, 0.1, 0.2], [-0.2, -0.1, -0.1], [0.8, 1.1, 1.0], [-0.1, 0.2, 0.0], [-0.3, -0.4, -0.1], [0.2, 0.5, 0.0], [-0.1, 0.0, 0.2], [-0.5, 0.0, 0.6], [0.1, 0.0, 0.2], [0.2, -0.3, 0.4], [-0.1, 0.0, 0.2], [0.0, 0.0, 0.0], [-0.2, 0.0, -0.1], [-0.3, 0.2, 0.0], [0.0, -0.1, 0.1], [0.0, 0.0, -0.1], [0.6, -0.6, 0.1], [-0.2, -0.1, 0.0]],
  "e_tot_ha": -5043.9568,
  "homo_lumo_gap_ev": 10.7,
  "largest_force_ev_per_a": 3.01,
  "homo_energy_ev": -10.62,
  "smiles": "O=C1OC[C@@H](F)O1.C[C@H]1COC(=O)O1.C[C@H]1COC(=O)O1.ClCCl.ClCCl.ClCCl.ClCCl"
}